# 1
C48H48BN8O2PS2Tc | ωB97M-V/def2-TZVPD

Cartesian coordinates (Å):
H  0.466  -0.897  4.444
H  1.011  1.797  4.252
H  5.149  -1.934  -1.499
C  4.335  -0.774  0.124
H  6.681  3.523  1.431
H  -5.382  4.450  4.416
C  0.769  3.116  -1.756
C  -4.401  3.082  0.941
C  -5.584  -3.413  0.687
C  3.174  -0.085  -3.697
C  -5.975  4.211  2.372
H  -5.232  -0.700  -2.048
H  4.340  5.229  -1.722
H  0.581  -1.740  1.866
C  5.402  0.255  -2.833
H  -8.280  -4.047  3.381
H  -4.751  2.809  -1.165
C  0.953  4.405  0.007
H  3.384  -5.293  -0.351
C  5.563  4.519  -0.104
H  5.612  1.356  1.073
C  4.165  -0.697  1.511
H  -5.529  0.259  0.859
C  -6.820  -3.939  0.332
N  1.173  1.377  2.216
H  -3.606  -3.656  -0.168
C  4.692  -1.684  2.331
H  -1.147  -1.253  -2.103
C  1.672  -0.090  -3.674
H  3.625  0.132  1.954
N  1.216  3.156  0.380
C  0.699  -0.321  3.566
C  0.958  1.042  3.485
C  5.389  -2.750  1.776
C  5.312  2.196  0.463
C  5.028  -1.849  -0.427
Tc  1.074  0.276  -0.644
C  -3.100  -1.174  -0.062
H  -1.442  -2.932  -2.583
H  -6.063  1.118  -0.590
H  6.065  0.496  -2.010
H  -6.268  -1.396  -0.786
C  0.751  -3.973  -1.345
H  5.806  -3.516  2.417
H  -4.913  -3.459  -1.347
C  -7.527  -3.867  2.626
H  0.993  5.199  0.734
O  1.050  0.301  -2.559
C  -4.019  2.528  -0.408
H  6.039  5.476  0.060
S  -1.909  -1.962  0.754
H  4.564  -1.615  3.404
C  0.770  -0.760  2.262
H  5.510  -0.456  -6.134
H  0.586  2.663  -2.715
H  -6.925  4.710  2.505
H  -6.087  -3.111  4.024
H  0.340  -4.838  -1.836
H  7.011  0.073  -4.228
C  -5.324  -3.114  2.023
H  3.281  3.055  -2.120
H  -4.357  -2.714  2.306
C  -3.884  3.430  3.266
H  -7.025  -4.182  -0.704
H  -0.284  -1.942  -3.473
N  1.123  2.350  -0.701
H  1.419  3.570  2.563
H  6.106  -3.656  -0.032
C  5.100  -0.275  -5.149
C  -5.323  0.423  -0.201
H  2.973  2.634  1.712
C  1.730  -3.957  -0.369
C  -3.529  2.941  2.020
C  0.660  4.430  -1.354
C  -6.293  -3.339  2.987
H  -3.044  2.875  -0.732
N  1.071  0.270  1.442
H  -6.298  3.839  0.285
C  3.732  -0.318  -4.954
C  0.377  -2.648  -1.558
C  -5.108  4.065  3.443
C  -7.790  -4.169  1.299
O  1.031  -0.386  -4.645
N  1.097  -1.846  -0.743
H  2.546  -2.305  0.659
B  1.779  2.746  1.772
C  5.922  3.424  0.667
H  3.061  -0.519  -5.776
C  2.512  -5.053  0.259
C  4.339  2.061  -0.523
N  -4.248  -1.704  -0.473
H  1.902  -5.950  0.341
H  -8.747  -4.585  1.015
C  -2.920  0.307  -0.335
C  -4.543  -3.142  -0.370
C  5.941  0.020  -4.085
N  -4.002  1.048  -0.360
C  -5.622  3.717  1.123
H  0.397  5.282  -1.954
C  4.003  3.157  -1.319
H  2.858  -4.774  1.254
P  3.536  0.486  -0.899
S  -1.412  1.054  -0.636
C  5.558  -2.830  0.401
N  1.912  -2.674  -0.037
C  4.606  4.383  -1.103
C  -5.333  -0.868  -0.972
C  -0.682  -2.159  -2.482
H  -2.569  2.456  1.879
C  4.022  0.191  -2.617
H  -3.206  3.324  4.102

Computed properties:
**2S+1**: 4
**Highest occupied orbital energy (spin up / spin down)**: -12.978 / -12.977 eV
**HOMO-LUMO gap (spin up / spin down)**: 7.2 / 6.0 eV
**Total charge**: +2


# 2
C27H42O24 | ωB97M-V/def2-TZVPD

Cartesian coordinates (Å):
C  1.968  0.968  -5.330
H  3.955  3.223  0.570
H  -0.134  -2.977  3.984
C  -1.312  4.849  1.953
O  2.727  1.485  0.448
C  -1.299  -1.873  0.843
C  4.206  -6.152  1.727
H  0.080  0.227  0.785
C  0.457  4.274  -4.747
O  2.758  -0.558  -0.162
H  3.506  -1.786  -1.663
O  2.199  -1.243  -5.299
H  2.571  3.324  -0.575
H  -2.137  2.999  -2.996
H  -0.288  -1.836  1.249
H  0.588  -2.448  5.517
O  -0.763  0.932  3.241
C  -3.767  -2.232  5.825
O  3.632  0.983  -1.545
O  -1.709  3.729  1.152
C  3.139  -7.148  1.308
H  -4.222  -2.340  6.809
H  4.812  -6.128  0.821
O  -0.553  -1.010  4.448
H  2.353  -1.601  4.440
C  0.307  -2.132  4.512
C  2.587  -1.556  -1.124
C  1.443  -0.980  -6.320
O  -3.799  4.570  0.572
C  2.934  2.902  0.363
O  1.661  -4.037  0.999
H  1.929  -1.258  -1.939
H  1.171  3.933  -5.496
H  -4.900  2.891  -1.082
H  2.076  -2.397  -0.654
H  2.463  1.837  -5.764
H  -3.506  -1.193  5.624
O  1.169  -0.478  3.201
C  -4.241  2.120  -0.681
C  -0.159  4.487  2.838
H  -1.673  -2.803  6.015
C  2.435  -4.971  1.116
H  1.133  4.545  -3.935
C  1.526  -1.704  3.738
C  -0.128  -0.090  3.574
O  -4.584  -2.818  4.825
C  -2.395  3.101  -5.745
C  -0.771  0.140  -1.935
H  -1.670  4.794  -3.357
O  -0.345  1.018  -1.041
C  -0.634  3.243  -4.367
O  -2.539  -3.349  4.200
H  4.737  -6.556  2.589
H  2.275  3.425  1.056
O  -0.260  0.043  -3.017
H  -0.844  5.577  1.290
O  -4.323  -3.936  2.837
O  1.289  0.327  -6.376
H  0.555  3.814  2.365
O  -3.017  2.821  -6.789
C  -0.802  0.528  0.219
H  0.027  5.188  -5.157
H  -2.045  -1.938  1.636
H  -4.075  1.365  -1.449
H  -1.288  1.358  0.731
H  3.585  -7.915  0.675
H  0.399  5.367  3.158
O  3.523  -4.944  1.881
C  -2.867  3.768  0.513
H  -2.728  -0.375  0.087
C  -2.620  -3.232  5.688
O  1.082  -1.755  -7.168
H  3.930  -0.252  -5.051
C  3.188  0.662  -0.482
H  2.945  -0.145  -3.675
H  -4.874  1.683  0.091
C  -1.932  3.796  -3.710
C  -3.872  -3.436  3.860
O  -2.860  3.785  -4.712
O  -1.125  2.761  -5.583
H  -1.258  -2.824  0.312
H  -2.708  -4.141  6.284
O  -1.592  -0.843  -1.390
H  1.299  1.295  -4.535
H  -0.241  2.507  -3.666
H  -0.553  3.906  3.672
H  2.598  -7.713  2.067
O  2.372  -6.204  0.543
O  -2.978  2.660  -0.257
H  -2.206  5.312  2.371
C  2.888  -0.116  -4.763
H  1.811  -2.419  2.966
C  -1.690  -0.681  -0.051

Computed properties:
**Highest occupied orbital energy**: -10.034 eV
**HOMO-LUMO gap**: 10.1 eV
**Total charge**: 0


# 3
C15H22N4O | ωB97M-V/def2-TZVPD

Cartesian coordinates (Å):
H  -1.077  -2.685  0.459
C  2.340  -2.367  -2.300
N  -1.031  -0.673  2.202
C  -0.551  3.663  -0.675
H  -2.391  -0.274  -2.375
C  -1.604  -1.774  -0.002
H  -0.825  1.763  4.149
C  1.216  1.638  3.709
H  -2.601  -2.002  -0.137
N  -1.134  -1.745  -1.433
H  -1.566  3.354  -0.383
C  1.156  -2.940  -1.533
N  -0.553  0.540  2.517
H  -0.279  0.136  4.679
H  -0.610  4.750  -0.805
C  -0.706  0.718  0.397
H  0.789  -1.696  -4.030
H  2.905  -1.503  -2.050
H  1.040  -4.456  -3.196
H  1.308  -3.521  -0.544
H  0.807  -0.815  -1.198
C  0.467  -3.619  -2.758
H  3.096  -3.075  -2.721
H  1.664  1.711  4.773
H  -1.737  -1.521  -3.447
C  -0.144  0.988  3.938
O  1.345  4.332  0.612
C  0.295  -1.682  -1.657
C  0.445  3.433  0.469
H  -0.634  -3.801  -2.756
H  1.894  3.450  2.867
N  0.323  2.616  1.604
C  -0.310  1.365  1.420
H  -3.074  -1.890  -2.361
H  -0.603  1.010  -0.692
H  1.836  0.870  3.121
H  0.261  3.634  3.378
H  -0.194  3.181  -1.595
C  0.951  2.929  2.924
C  0.928  -2.167  -3.050
C  -1.304  -0.544  0.906
C  -2.136  -1.333  -2.426

Computed properties:
**Highest occupied orbital energy**: -8.058 eV
**HOMO-LUMO gap**: 8.8 eV
**Total charge**: 0


# 4
C16H21CeN3O3 | ωB97M-V/def2-TZVPD

Cartesian coordinates (Å):
C  -0.021  -2.879  -1.939
H  -0.894  -3.161  -2.546
O  0.145  1.444  1.907
H  -1.854  1.750  2.394
C  -2.510  0.064  -4.643
N  1.925  0.998  -0.190
C  2.203  -1.830  -1.753
C  4.312  1.994  0.007
H  4.968  1.338  -0.577
C  0.048  -3.274  -0.578
N  -1.274  0.066  -2.368
C  -0.970  2.367  2.181
H  -2.395  -3.297  3.124
H  3.047  -1.299  -2.219
H  -0.353  2.570  4.230
H  4.293  3.010  -0.403
C  1.061  -2.154  -2.528
H  3.172  -2.006  0.213
H  0.360  3.794  3.118
C  -0.536  3.213  3.361
H  4.593  1.995  1.067
H  -2.893  -0.953  -4.788
C  2.995  1.468  -0.083
Ce  -0.158  0.056  -0.293
H  -1.352  3.898  3.590
H  1.025  -1.877  -3.593
C  -1.568  -1.580  2.378
C  -0.279  2.417  -1.192
H  -1.171  2.963  1.272
H  0.988  1.915  1.812
H  -1.335  -2.363  4.256
H  -2.989  -1.747  3.848
H  -0.771  -3.861  -0.137
H  -1.772  0.321  -5.411
N  -1.134  -1.053  1.452
C  -2.517  0.909  -0.014
O  -3.621  1.193  0.149
C  -2.115  -2.302  3.490
C  2.273  -2.228  -0.382
H  -3.325  0.794  -4.613
O  -0.229  3.457  -1.679
C  -1.842  0.096  -3.375
C  1.199  -2.947  0.204
H  1.268  -3.278  1.251

Computed properties:
**Highest occupied orbital energy (spin up / spin down)**: -22.590 / -22.593 eV
**HOMO-LUMO gap (spin up / spin down)**: 5.8 / 5.8 eV
**Total charge**: +4


# 5
C3H4O4 | ωB97M-V/def2-TZVPD

Cartesian coordinates (Å):
C  -0.087  -0.368  -0.424
H  -0.147  -1.032  -3.200
C  -1.036  0.326  1.641
O  0.280  0.607  1.645
O  0.283  -0.220  -2.916
H  1.860  0.043  0.461
O  -1.686  0.298  2.659
H  0.944  1.503  -0.092
C  0.861  0.496  0.344
H  0.115  -1.424  -0.612
O  -1.388  -0.230  0.493

Computed properties:
**2S+1**: 2
**Highest occupied orbital energy (spin up / spin down)**: -3.352 / -3.263 eV
**HOMO-LUMO gap (spin up / spin down)**: 7.2 / 7.1 eV
**Total charge**: -1


# 6
C7H10N | ωB97M-V/def2-TZVPD

Cartesian coordinates (Å):
C  0.071  2.094  -0.266
C  -0.358  -0.639  0.799
H  0.447  3.151  -0.478
H  -4.691  0.323  0.326
C  1.857  -0.874  -0.575
C  -2.563  -0.077  -0.130
H  -0.506  -0.098  1.766
C  -1.313  -0.581  -0.244
C  -3.701  0.316  0.028
C  1.066  -0.054  0.449
H  1.905  -1.964  -0.559
H  2.915  -0.652  -0.665
H  1.526  -0.861  -1.607
H  1.478  -0.170  1.423
H  -1.050  -0.974  -1.150
H  1.984  1.448  -0.034
N  1.017  1.271  -0.039
H  -0.084  -1.660  0.955

Computed properties:
**Highest occupied orbital energy (spin up / spin down)**: -13.104 / -12.646 eV
**HOMO-LUMO gap (spin up / spin down)**: 6.6 / 5.9 eV
**Total charge**: +1


# 7
C4H5NO | ωB97M-V/def2-TZVPD

Cartesian coordinates (Å):
C  0.635  -0.718  -0.593
C  -0.672  -0.091  1.114
H  0.696  -1.314  -1.500
N  -1.429  0.645  1.702
C  0.838  0.646  -0.575
H  -0.101  -2.172  0.929
H  0.123  1.429  -2.152
H  -2.307  0.196  1.977
C  -0.070  -1.156  0.553
H  1.297  1.156  0.263
O  0.990  1.380  -1.719

Computed properties:
**Highest occupied orbital energy**: -7.887 eV
**HOMO-LUMO gap**: 8.7 eV
**Total charge**: 0


# 8
C31H55Cl50N3O2S2 | ωB97M-V/def2-TZVPD

Cartesian coordinates (Å):
H  4.067  -7.374  3.122
H  -6.641  -6.373  3.446
Cl  16.809  0.677  3.637
H  10.456  0.976  2.248
H  6.974  -1.329  4.980
H  3.096  -2.795  -2.216
C  3.096  -2.873  -3.402
C  -6.621  5.656  -6.630
Cl  4.688  7.997  -5.269
C  3.893  -2.624  7.711
H  -4.833  -2.985  6.025
Cl  -3.910  -1.697  8.430
C  -7.315  3.798  4.495
Cl  2.018  6.912  -4.829
Cl  5.459  -3.067  7.022
H  2.661  -2.787  -10.499
Cl  -6.596  -4.177  5.001
H  0.306  0.016  5.576
Cl  1.731  -0.727  3.845
Cl  0.880  2.981  -9.894
H  3.089  -1.797  1.165
C  -11.710  1.809  -0.356
Cl  -3.870  0.173  6.193
H  11.039  -0.425  3.191
H  -1.311  -4.957  1.959
H  -0.502  -1.148  4.487
H  3.943  4.317  -7.383
N  6.023  -3.204  -6.672
H  4.642  -0.357  -4.834
H  6.614  3.730  -2.810
H  17.049  3.026  3.704
C  3.524  -6.845  3.909
Cl  4.965  -1.686  3.790
H  -5.920  -1.916  5.093
H  2.357  -3.734  -3.704
H  4.037  7.040  0.661
Cl  -6.485  3.942  -3.239
C  0.165  -0.284  4.535
H  -5.327  0.154  8.052
H  -3.669  0.652  8.497
H  -4.646  2.198  2.824
Cl  4.195  -6.415  7.987
C  -0.744  -5.215  2.856
Cl  -0.566  1.057  3.644
Cl  3.850  -5.113  3.770
Cl  6.176  4.739  -8.024
Cl  3.775  -8.824  6.399
Cl  -6.922  4.017  2.785
Cl  -4.902  1.784  0.514
Cl  -7.317  -8.634  3.354
Cl  5.742  4.772  -4.742
Cl  -19.132  2.470  2.052
H  3.589  -4.303  -10.315
C  -6.956  2.485  -2.355
Cl  9.892  1.141  4.535
H  6.956  -2.907  4.142
C  6.706  -1.847  4.056
Cl  4.967  -2.476  -10.902
H  4.191  -3.038  -3.813
H  5.805  2.566  -3.900
Cl  -1.093  -6.891  3.296
Cl  -0.256  4.857  -7.974
Cl  -8.714  2.372  -2.207
C  5.578  0.132  -7.548
C  4.319  -8.178  7.953
C  3.579  -3.230  -10.107
Cl  -12.059  0.132  0.083
C  -5.401  -2.878  5.098
H  -6.255  4.886  -7.314
C  3.805  -1.219  -6.779
Cl  -8.163  6.275  -7.234
H  -6.516  2.518  -1.356
Cl  3.879  6.523  -8.225
Cl  -4.284  -2.937  3.729
H  3.383  8.088  -3.302
Cl  2.413  -4.058  1.074
H  5.361  -8.465  8.112
S  6.833  0.976  -6.698
H  -3.082  1.894  2.014
C  3.607  -2.758  1.171
Cl  16.849  2.546  1.400
H  1.652  3.489  -7.721
H  3.696  -8.594  8.748
C  -17.983  1.494  1.128
N  4.264  -0.242  -7.856
C  3.896  6.740  -0.380
H  -6.721  4.496  5.089
O  1.048  -1.655  -4.875
H  2.740  9.148  -4.590
Cl  3.637  -2.983  -8.358
H  -13.803  -1.443  1.497
N  2.757  2.392  -5.740
Cl  -15.988  -1.417  2.391
H  -12.277  2.067  -1.254
Cl  3.165  8.082  -1.271
H  -5.554  -7.442  4.379
C  10.925  0.662  3.183
Cl  8.039  2.988  -4.541
Cl  4.724  -2.818  -0.198
H  -18.470  1.140  0.216
H  0.326  -5.115  2.658
Cl  1.796  -7.183  3.743
C  3.174  8.169  -4.372
C  -4.263  -0.047  7.903
Cl  12.522  1.409  3.307
C  2.970  1.101  -5.597
Cl  -14.852  -3.294  0.471
Cl  -1.194  -4.108  4.160
O  2.164  -0.311  -2.943
S  2.398  -1.278  -4.169
H  15.392  2.528  3.258
Cl  -12.160  2.915  0.947
Cl  -16.555  2.439  0.689
H  1.930  4.831  -8.869
C  3.592  -0.431  -5.349
C  -6.123  -7.335  3.451
H  4.751  5.481  -6.293
H  -6.587  1.608  -2.893
H  4.176  -2.866  2.098
Cl  -5.006  -7.394  2.082
Cl  -6.961  2.148  5.022
H  -17.672  0.640  1.735
H  4.034  -2.325  8.753
Cl  7.621  -1.146  2.716
C  16.455  2.327  3.109
H  -8.379  3.998  4.644
C  -4.126  1.580  2.089
H  -14.080  -2.785  2.644
H  3.226  -3.489  7.663
C  -14.512  -2.207  1.824
Cl  5.462  6.298  -1.070
H  3.229  5.876  -0.428
C  1.220  4.067  -8.542
C  4.610  5.182  -7.335
H  3.862  -7.194  4.888
Cl  -5.418  6.946  -6.516
C  5.054  -2.317  -6.610
H  -6.776  5.225  -5.638
C  6.472  3.431  -3.852
H  2.821  -1.732  -7.192
H  -10.640  1.909  -0.555
Cl  3.162  -1.283  6.821
Cl  -4.183  -0.108  2.612

Computed properties:
**Highest occupied orbital energy**: -10.161 eV
**HOMO-LUMO gap**: 8.6 eV
**Total charge**: 0


For reference, E by record: -100395.7257, -77817.5982, -23914.2272, -40430.0988, -11363.4836, -8897.5346, -7763.1418, -689383.5766 eV.